[1]
Below is a cluster of 8 separate species, C18H22Cl12F2 in total, with properties calculated with wB97M-V/def2-TZVPD.

Geometry as XYZ:
```
54
Properties=species:S:1:pos:R:3:forces:R:3
C 4.163 1.644 1.443 0.105 0.695 0.455
Cl 3.785 0.320 2.519 -0.235 -0.613 0.028
Cl 5.954 1.710 1.211 -0.997 0.266 -0.207
H 3.593 1.617 0.514 0.517 -0.550 -0.156
H 3.788 2.516 1.979 0.654 0.197 -0.134
C -4.470 2.202 -2.819 0.106 0.134 0.368
Cl -5.310 1.346 -1.522 -0.064 -0.396 0.066
Cl -4.250 3.896 -2.319 -0.016 -0.016 -0.377
H -3.471 1.779 -2.928 -0.376 -0.006 -0.152
H -5.102 2.118 -3.704 0.332 0.256 0.085
C -1.689 -2.528 -2.562 0.675 0.162 -0.445
Cl -2.640 -3.661 -3.593 0.449 0.601 0.650
Cl -0.170 -3.265 -1.924 -0.921 0.040 -0.071
H -1.325 -1.700 -3.171 -0.278 -0.266 -0.200
H -2.297 -2.092 -1.770 0.043 -0.627 0.077
C 4.687 -4.459 -2.030 0.255 0.779 -0.638
Cl 6.367 -3.807 -1.757 -1.089 -0.518 0.042
Cl 3.431 -3.181 -1.732 0.732 -0.946 0.099
H 4.624 -4.709 -3.089 0.041 0.176 0.192
H 4.511 -5.370 -1.459 0.022 0.478 0.359
C 3.450 -4.881 1.804 -0.519 0.495 0.089
Cl 2.456 -3.546 2.518 0.753 -0.458 -0.162
Cl 2.374 -6.018 1.038 -0.422 -0.746 -0.276
H 4.058 -4.513 0.978 0.205 0.360 0.651
H 3.975 -5.383 2.617 0.071 0.287 -0.280
C 4.354 2.024 -3.150 0.290 0.042 -0.470
Cl 2.742 2.359 -2.497 0.232 0.046 0.049
Cl 5.136 0.631 -2.374 -0.202 0.195 -0.089
H 4.245 1.823 -4.215 -0.057 -0.169 0.240
H 5.002 2.894 -3.041 -0.236 -0.119 0.301
F -1.808 0.772 -1.804 -0.511 0.427 -0.439
C -0.928 0.315 -0.906 0.530 -1.099 0.827
C -1.380 -0.088 0.343 0.355 0.256 0.281
C -0.467 -0.621 1.258 1.063 0.164 -0.558
C 0.903 -0.802 0.919 -1.541 0.084 -1.568
C 1.299 -0.477 -0.407 -1.068 0.222 1.257
C 0.367 0.097 -1.300 1.218 -0.381 0.298
H -2.425 0.054 0.576 -0.074 -0.058 0.177
H -0.778 -0.899 2.254 -0.235 -0.054 -0.007
H 1.538 -1.354 1.596 0.167 0.421 -0.104
H 2.314 -0.677 -0.717 0.064 0.056 -0.170
H 0.675 0.302 -2.315 -0.054 0.153 -0.073
F -6.292 1.327 4.051 -0.026 0.427 -0.208
C -5.378 2.136 3.460 0.945 1.085 2.140
C -4.988 1.866 2.179 0.678 0.134 -0.400
C -3.883 2.550 1.658 0.526 0.100 0.406
C -3.172 3.509 2.390 -1.009 -0.236 0.037
C -3.633 3.849 3.664 -1.001 -1.438 0.220
C -4.717 3.130 4.250 0.913 0.202 -1.798
H -5.456 1.053 1.644 -0.083 0.043 -0.112
H -3.457 2.260 0.709 -0.324 -0.001 -0.248
H -2.301 3.957 1.935 0.042 0.136 0.129
H -3.142 4.556 4.317 0.184 0.177 -0.227
H -4.862 3.416 5.282 -0.828 -0.599 0.047
```
Positions in Å, forces in eV/Å.

**HOMO-LUMO gap**: 0.3527 hartree
**HOMO level**: -0.3375 Eh
**Spin multiplicity**: 1
**Energy**: -174726.1865 eV
**Molar mass**: 701.8 g mol⁻¹

These are the Löwdin partial charges, in e, on atoms 1 to 4: -1.005 0.534 0.463 0.001



[2]
Below is a cluster of 5 separate species, C18H22Cl8O4 in total, with properties calculated with wB97M-V/def2-TZVPD.

Geometry as XYZ:
```
52
Properties=species:S:1:pos:R:3:forces:R:3
C -0.464 1.030 2.776 0.552 -1.724 -0.558
C -0.648 0.222 1.870 1.849 -0.126 0.881
C -0.869 -0.795 0.734 0.858 1.380 1.344
C 0.453 -0.893 -0.056 0.818 -0.481 -0.264
C 1.205 -2.014 -0.097 0.415 -0.112 -0.003
C 0.801 -3.330 0.623 -0.848 -0.184 -0.650
O 0.695 -3.186 2.036 0.811 -0.134 -0.300
C 1.979 -2.870 2.590 0.286 0.491 0.060
C 2.544 -1.971 -0.892 -0.426 1.432 0.986
O 2.950 -2.910 -1.519 0.194 -0.271 0.062
C 3.293 -0.613 -0.794 -1.268 -0.320 -0.036
C 2.545 0.514 -0.775 1.348 -0.611 0.120
C 3.300 1.858 -0.623 -3.070 2.121 0.369
C 2.229 3.092 -0.661 1.534 1.292 -2.754
C 2.361 4.019 -1.978 1.055 1.439 4.590
O 2.812 4.400 -0.522 -0.922 -2.689 0.496
C 1.020 0.310 -0.876 -0.287 -0.794 1.157
O 0.258 0.951 -1.546 0.257 0.481 -0.117
H -0.708 1.723 3.589 0.757 -0.638 -0.774
H -1.726 -0.400 0.149 0.596 -0.429 0.105
H -1.098 -1.756 1.253 0.082 0.690 -0.728
H -0.220 -3.602 0.249 0.798 0.131 0.443
H 1.457 -4.200 0.391 -0.130 0.821 -0.114
H 2.154 -1.777 2.432 0.134 -0.730 0.262
H 1.994 -3.099 3.677 -0.256 0.173 -0.766
H 2.813 -3.445 2.104 -0.748 0.325 0.280
H 4.397 -0.573 -0.738 -0.756 -0.253 -0.223
H 3.705 1.977 0.408 0.164 -0.541 -0.819
H 4.029 2.074 -1.427 -0.256 -0.439 0.680
H 1.184 2.907 -0.264 1.431 0.492 -0.398
H 1.659 4.881 -2.022 0.028 -1.272 -1.232
H 3.403 4.177 -2.337 -1.309 -0.893 -1.155
C -4.261 1.231 1.383 -0.036 0.660 0.112
Cl -5.133 2.605 0.674 -0.235 -0.084 -0.070
Cl -2.592 1.663 1.815 -3.266 0.507 -0.951
H -4.783 0.910 2.278 0.159 0.228 -0.150
H -4.236 0.420 0.659 0.064 0.123 -0.013
C 2.631 -5.162 -3.822 0.109 0.129 0.076
Cl 3.527 -6.232 -4.909 0.049 0.045 -0.038
Cl 1.154 -5.937 -3.232 -0.033 0.083 0.060
H 3.261 -4.914 -2.974 -0.087 -0.093 -0.035
H 2.364 -4.258 -4.360 -0.046 -0.131 -0.019
C -0.961 5.948 -0.492 -0.102 0.129 -0.059
Cl 0.628 6.442 0.101 -0.111 0.140 -0.039
Cl -1.401 4.340 0.095 -0.074 0.026 -0.050
H -1.702 6.662 -0.146 0.056 -0.101 0.065
H -0.941 5.932 -1.578 0.064 -0.076 0.079
C -7.550 -1.325 1.370 -0.164 -0.052 -0.041
Cl -6.792 -1.076 -0.208 -0.063 -0.029 -0.024
Cl -6.468 -0.854 2.687 -0.268 -0.251 0.176
H -8.453 -0.723 1.425 0.146 0.064 -0.014
H -7.799 -2.376 1.479 0.145 0.054 -0.008
```
Positions in Å, forces in eV/Å.

**HOMO-LUMO gap**: 0.2970 hartree
**HOMO level**: -0.3298 Eh
**Spin multiplicity**: 1
**Energy**: -127383.7307 eV
**Molar mass**: 586.0 g mol⁻¹

These are the Löwdin partial charges, in e, on atoms 1 to 4: -0.049 -0.243 -0.091 -0.076



[3]
Below is the molecule C18H22ClF2N3O4, with properties calculated with wB97M-V/def2-TZVPD.

Geometry as XYZ:
```
50
Properties=species:S:1:pos:R:3:forces:R:3
C 1.823 -0.039 -1.495 0.014 0.004 0.016
N 1.662 1.215 -0.764 0.031 -0.041 0.041
C 1.514 1.092 0.681 -0.022 -0.149 -0.028
C 0.094 0.719 1.093 0.032 0.234 0.048
C -0.004 0.439 2.593 -0.207 -0.108 -0.031
C 0.243 -1.023 2.962 0.152 0.024 0.010
N -0.711 -1.934 2.351 -0.006 0.002 0.000
C -0.404 -2.663 1.252 0.010 0.027 -0.016
O 0.668 -2.620 0.678 -0.003 -0.004 0.005
C -1.498 -3.560 0.785 -0.035 0.011 -0.019
C -2.586 -4.073 1.404 0.031 -0.016 0.024
C -3.228 -4.901 0.422 -0.023 0.009 -0.019
N -4.337 -5.649 0.494 0.004 0.008 -0.002
C -4.643 -6.286 -0.607 -0.007 -0.011 -0.009
Cl -6.077 -7.272 -0.567 0.004 0.004 0.003
C -3.921 -6.243 -1.812 0.004 0.007 0.012
C -2.778 -5.473 -1.885 -0.007 -0.003 -0.007
C -2.447 -4.798 -0.724 -0.002 -0.001 0.006
O -1.388 -3.980 -0.509 0.023 -0.019 0.010
C 1.843 2.345 -1.482 0.039 0.017 -0.012
O 2.156 2.297 -2.664 -0.019 0.013 -0.005
C 1.710 3.732 -0.810 -0.050 0.024 -0.009
C 3.068 4.090 -0.198 0.020 -0.003 0.001
O 0.695 3.678 0.190 0.005 0.004 0.005
C 1.303 4.725 -1.908 -0.014 -0.019 0.008
C 1.420 6.170 -1.516 0.010 0.005 0.003
F 0.878 6.958 -2.484 0.002 -0.005 0.013
F 0.701 6.428 -0.359 0.000 0.006 -0.013
H 1.266 -0.002 -2.428 -0.001 -0.009 -0.001
H 2.873 -0.216 -1.738 -0.009 0.012 -0.011
H 1.458 -0.856 -0.876 -0.010 -0.004 -0.002
H 2.215 0.318 1.011 0.004 -0.010 -0.001
H 1.789 2.020 1.169 0.017 -0.019 -0.009
H -0.550 1.557 0.823 -0.011 0.001 0.000
H -0.246 -0.145 0.520 0.006 -0.002 -0.002
H 0.711 1.059 3.144 -0.002 0.003 -0.004
H -0.994 0.723 2.960 -0.002 0.002 -0.003
H 1.229 -1.344 2.629 0.003 0.002 0.006
H 0.199 -1.152 4.045 0.005 0.001 0.001
H -1.665 -1.926 2.669 0.004 0.000 0.006
H -2.889 -3.926 2.427 0.003 -0.005 0.001
H -4.270 -6.812 -2.660 0.001 0.000 -0.001
H -2.185 -5.405 -2.786 0.002 0.002 0.002
H 3.820 4.189 -0.982 0.005 0.000 0.007
H 3.004 5.027 0.358 0.001 0.002 -0.001
H 3.397 3.316 0.494 -0.007 -0.002 -0.006
H 0.455 4.586 0.410 0.002 0.007 -0.004
H 1.923 4.560 -2.787 0.001 0.008 -0.006
H 0.267 4.532 -2.191 0.004 -0.005 -0.005
H 2.436 6.521 -1.333 -0.001 -0.003 -0.002
```
Positions in Å, forces in eV/Å.

**HOMO-LUMO gap**: 0.3302 hartree
**HOMO level**: -0.3367 Eh
**Spin multiplicity**: 1
**Energy**: -49641.8793 eV
**Molar mass**: 417.8 g mol⁻¹

These are the Löwdin partial charges, in e, on atoms 1 to 4: -0.015 -0.067 -0.165 -0.168



[4]
Below is the molecule C18H22ClN3O3S, with properties calculated with wB97M-V/def2-TZVPD.

Geometry as XYZ:
```
48
Properties=species:S:1:pos:R:3:forces:R:3
C 2.335 -1.627 1.299 0.271 0.079 -0.078
H 1.339 -1.504 0.880 -0.126 -0.005 -0.031
H 2.294 -1.364 2.354 -0.054 0.012 0.132
H 2.614 -2.675 1.211 -0.010 -0.150 0.025
C 3.341 -0.741 0.570 -0.340 -0.117 -0.048
C 2.926 0.730 0.618 0.415 -0.071 0.091
C 3.940 1.610 -0.104 -0.273 0.086 -0.109
C 4.081 1.170 -1.556 0.309 -0.061 0.177
C 4.509 -0.294 -1.628 -0.201 -0.020 -0.078
H 5.496 -0.403 -1.176 0.073 -0.008 0.010
H 4.579 -0.616 -2.669 0.065 -0.064 0.010
C 3.533 -1.210 -0.884 0.482 -0.211 0.141
N 2.272 -1.275 -1.593 0.295 0.491 0.157
C 1.696 -2.428 -1.946 -0.491 0.197 -0.372
O 2.160 -3.533 -1.762 0.059 -0.468 0.076
C 0.357 -2.243 -2.672 -0.074 0.054 0.270
H 0.095 -3.179 -3.165 0.044 0.082 0.038
H 0.395 -1.425 -3.389 -0.002 -0.041 -0.071
S -1.039 -1.913 -1.540 -0.099 -0.491 -0.007
C -0.890 -0.212 -1.356 0.502 0.449 -0.244
N 0.078 0.568 -1.746 -0.157 -1.301 -0.193
N -0.259 1.819 -1.373 -0.567 1.369 0.438
C -1.402 1.753 -0.785 0.448 0.327 -0.232
O -1.875 0.476 -0.747 0.039 -0.184 -0.188
C -2.181 2.856 -0.158 -0.128 -0.173 -0.263
O -2.193 2.742 1.251 -0.239 -0.161 0.460
C -2.818 1.610 1.736 0.016 -0.108 0.111
C -4.203 1.510 1.768 0.219 0.151 -0.031
C -4.809 0.380 2.287 -0.030 -0.028 -0.033
C -4.037 -0.663 2.772 -0.031 -0.044 0.010
C -2.656 -0.579 2.745 0.027 0.089 -0.051
C -2.050 0.554 2.227 -0.131 0.270 0.020
Cl -0.330 0.670 2.164 0.127 -0.062 0.000
H -2.044 -1.387 3.113 0.086 -0.053 0.036
H -4.508 -1.547 3.171 -0.041 -0.080 0.046
H -5.885 0.314 2.310 -0.093 -0.002 0.007
H -4.795 2.331 1.392 -0.045 0.101 -0.026
H -3.204 2.849 -0.562 0.134 0.097 0.088
H -1.691 3.804 -0.383 -0.075 -0.176 -0.090
H 1.774 -0.405 -1.745 -0.133 -0.185 -0.120
H 3.921 -2.235 -0.879 -0.042 0.184 0.025
H 4.824 1.789 -2.064 -0.080 0.028 -0.086
H 3.128 1.311 -2.069 -0.073 0.070 -0.106
H 3.618 2.653 -0.062 0.073 0.052 0.044
H 4.908 1.536 0.397 0.066 0.047 0.034
H 1.946 0.857 0.154 -0.150 0.001 0.009
H 2.837 1.043 1.660 -0.103 0.004 0.047
H 4.314 -0.840 1.064 0.039 0.024 -0.041
```
Positions in Å, forces in eV/Å.

**HOMO-LUMO gap**: 0.3544 hartree
**HOMO level**: -0.3343 Eh
**Spin multiplicity**: 1
**Energy**: -52993.8794 eV
**Molar mass**: 395.9 g mol⁻¹

These are the Löwdin partial charges, in e, on atoms 1 to 4: -0.066 0.048 0.073 0.083